No. 1
Entry from the OMol25 dataset: a cluster of 2 separate species, C3H11NOS2 in total at a distorted geometry (ωB97M-V/def2-TZVPD).

The value obtained for the gap between HOMO and LUMO is 9.05 eV. Its SMILES is C[C@@H](N)CSS.O. Its energy above the lowest of the compared OMol25 structures with the same formula, charge and spin is 38.8 kJ/mol. The HOMO energy is -8.473 eV.

Cartesian coordinates (Å):
C1 2.41862 -1.51812 0.40030
C2 1.32546 -0.43973 0.23284
N1 0.80220 -0.49152 -1.09520
C3 0.29589 -0.62376 1.35294
S1 -1.30346 0.15352 1.14193
S2 -0.85966 2.20515 1.25692
H1 2.43825 -2.23128 -0.41810
H2 3.40686 -1.08173 0.41950
H3 2.35760 -2.05950 1.33763
H4 1.82293 0.51357 0.35302
H5 0.29207 -1.31734 -1.37758
H6 0.46539 0.33677 -1.54366
H7 -0.01822 -1.67252 1.46595
H8 0.77422 -0.37624 2.30224
H9 -1.85167 2.39385 2.13431
O1 -0.17127 -1.81106 -4.97688
H10 0.49314 -1.10879 -5.02500
H11 -0.90276 -1.58511 -5.55478

---

No. 2
Entry from the OMol25 dataset: a cluster of 2 separate species, C3H8O2S2 in total at a distorted geometry (ωB97M-V/def2-TZVPD).

The value obtained for the gap between HOMO and LUMO is 8.87 eV. Its SMILES is O=CCCSS.O. Its energy above the lowest of the compared OMol25 structures with the same formula, charge and spin is 146.3 kJ/mol. The HOMO energy is -8.396 eV.

Cartesian coordinates (Å):
O1 -0.82487 0.72828 1.78533
C1 -0.57541 -0.29635 1.22000
C2 0.55178 -0.55000 0.27374
C3 0.64475 0.55866 -0.75969
S1 1.52641 0.10857 -2.33918
S2 3.10105 -0.78488 -1.45736
H1 -1.00446 -1.28693 1.49918
H2 1.42894 -0.62444 0.92675
H3 0.53620 -1.52346 -0.21533
H4 -0.36439 0.80544 -1.09598
H5 1.10072 1.51037 -0.50158
H6 4.08984 -0.43525 -2.29983
O2 -3.43142 0.25558 0.81756
H7 -2.89736 0.46050 1.58657
H8 -3.88179 1.07391 0.55982

---

No. 3
Entry from the OMol25 dataset: a structure of composition C17H28N9S2V at a distorted geometry (ωB97M-V/def2-TZVPD).

The value obtained for the gap between HOMO and LUMO (spin up / spin down) is 6.58 / 7.08 eV. The charge is +2. Its energy above the lowest of the compared OMol25 structures with the same formula, charge and spin is 105.9 kJ/mol. Its multiplicity is 3. The HOMO energy (spin up / spin down) is -12.456 / -12.457 eV.

Cartesian coordinates (Å):
V1 0.41113 -0.38095 0.38783
C1 -0.50319 4.99889 0.97319
N1 0.26182 3.90881 0.35718
C2 1.51868 4.24678 -0.31448
C3 -0.10302 2.62849 0.42796
N2 0.45400 1.64328 -0.23836
N3 -1.14563 2.33807 1.30627
C4 -1.96605 1.21997 1.25719
N4 -3.10823 1.33652 1.94723
N5 -1.61884 0.16707 0.58001
H1 -0.24520 5.92474 0.46922
H2 -0.27191 5.11285 2.03446
H3 -1.57381 4.85859 0.83218
H4 1.81891 5.24324 -0.00565
H5 1.41027 4.24152 -1.40028
H6 2.30735 3.55454 -0.01993
H7 1.14127 1.97009 -0.90487
H8 -1.43988 3.08228 1.91514
H9 -3.35741 2.17035 2.45130
H10 -3.67912 0.52344 2.10998
H11 -2.33987 -0.54671 0.59972
C5 -1.34443 -1.65852 2.99902
C6 -0.54272 -2.52196 2.06615
C7 -0.59449 -3.86683 1.94483
C8 0.51132 -4.26939 1.12499
C9 1.20421 -3.16185 0.76986
C10 2.51825 -3.15511 0.04855
N6 0.53050 -2.02354 1.28690
H12 -1.29959 -2.06558 4.00848
H13 -2.40425 -1.61025 2.72939
H14 -0.95177 -0.64243 3.06062
H15 -1.30373 -4.51816 2.43434
H16 0.78375 -5.28150 0.86478
H17 2.78873 -4.18960 -0.15690
H18 3.31556 -2.73001 0.66302
H19 2.51358 -2.63471 -0.91185
C11 -1.41205 -2.87650 -3.95468
N7 -1.67981 -1.48676 -3.57119
C12 -2.66631 -0.68489 -4.12883
C13 -2.59609 0.51542 -3.52663
N8 -1.56032 0.42533 -2.61063
C14 -1.00322 -0.79431 -2.64462
S1 0.34891 -1.38289 -1.75716
H20 -0.76846 -2.90809 -4.83094
H21 -2.35693 -3.36367 -4.17609
H22 -0.92500 -3.38358 -3.12781
H23 -3.32669 -1.04273 -4.89974
H24 -3.18113 1.40742 -3.66518
H25 -1.23856 1.14206 -1.97967
S2 4.86361 0.42154 0.06472
C15 4.38058 0.21474 1.68874
C16 3.06594 -0.09452 1.74310
N9 2.44323 -0.15563 0.50718
C17 3.29595 0.09942 -0.46094
H26 5.08064 0.30535 2.50434
H27 2.51239 -0.33646 2.63711
H28 3.02712 0.06635 -1.50857

---

No. 4
Entry from the OMol25 dataset: a structure of composition C19H18AuN3OS (ωB97M-V/def2-TZVPD).

The value obtained for the gap between HOMO and LUMO is 7.39 eV. Its energy above the lowest of the compared OMol25 structures with the same formula, charge and spin is 0.0 kJ/mol. The HOMO energy is -7.685 eV.

Cartesian coordinates (Å):
Au1 2.77863 -0.08087 -0.88860
C1 -6.23687 0.60083 0.10920
C2 -4.94617 0.48143 0.85800
C3 -4.81227 -0.38337 1.93690
C4 -3.61937 -0.49977 2.62610
C5 -2.52287 0.25393 2.23070
N1 -1.27127 0.15623 2.85630
C6 -0.94197 -0.53027 3.97970
O1 -1.69737 -1.07627 4.74640
N2 0.43073 -0.51147 4.26410
C7 1.53563 -0.36497 3.45180
C8 2.76143 -0.03897 4.04890
C9 3.89453 0.04223 3.26590
C10 3.78303 -0.16677 1.90170
N3 2.62153 -0.45097 1.31890
C11 1.53093 -0.57287 2.06540
C12 -2.64327 1.12483 1.15250
C13 -3.84137 1.23303 0.47680
H1 -7.07437 0.32753 0.74460
H2 -6.23667 -0.05817 -0.76010
H3 -6.38027 1.62043 -0.24090
H4 -5.65637 -0.98387 2.24210
H5 -3.53857 -1.15687 3.47480
H6 -0.55467 0.73813 2.44640
H7 0.62653 -0.69547 5.23970
H8 2.80563 0.13673 5.11480
H9 4.85543 0.27003 3.69780
H10 4.64083 -0.11127 1.25200
H11 0.63363 -0.87937 1.54500
H12 -1.79277 1.72023 0.85170
H13 -3.91257 1.90503 -0.36580
S1 3.84423 0.86723 -2.70410
C14 3.24043 0.21643 -4.24290
C15 4.02203 -0.70257 -4.93330
C16 3.64833 -1.12097 -6.19780
C17 2.49353 -0.62797 -6.77920
C18 1.72123 0.29863 -6.09950
C19 2.08663 0.71803 -4.83200
H14 4.93083 -1.06777 -4.47680
H15 4.26513 -1.82517 -6.73880
H16 2.19813 -0.96087 -7.76390
H17 0.83693 0.70503 -6.57130
H18 1.49313 1.45113 -4.30320

---

No. 5
Entry from the OMol25 dataset: the molecule C4H7NO (ωB97M-V/def2-TZVPD).

The value obtained for the gap between HOMO and LUMO is 9.21 eV. Its SMILES is CC/N=C\C=O. Its energy above the lowest of the compared OMol25 structures with the same formula, charge and spin is 220.2 kJ/mol. The HOMO energy is -9.507 eV.

Cartesian coordinates (Å):
C1 1.67515 1.08233 0.02764
C2 0.21984 0.80853 -0.37439
N1 0.28814 -0.64599 -0.48134
C3 -0.53446 -1.41831 0.08505
C4 -1.96903 -1.10451 0.33835
O1 -2.73025 -1.89443 0.84288
H1 2.02098 2.08323 -0.22338
H2 2.28181 0.34640 -0.50955
H3 1.81280 0.87797 1.09405
H4 -0.50241 1.16270 0.38146
H5 -0.03134 1.30855 -1.31842
H6 -0.21340 -2.44483 0.26874
H7 -2.31784 -0.16164 -0.13110

---

No. 6
Entry from the OMol25 dataset: the molecule C5H8N2O3 at a distorted geometry (ωB97M-V/def2-TZVPD).

The value obtained for the gap between HOMO and LUMO is 9.90 eV. Its SMILES is N[C@@H]1[C@H](NC=O)[C@@H]1C(=O)O. Its energy above the lowest of the compared OMol25 structures with the same formula, charge and spin is 253.0 kJ/mol. The HOMO energy is -9.357 eV.

Cartesian coordinates (Å):
N1 1.87832 -3.59640 1.21526
C1 1.51315 -3.94918 2.56707
C2 0.47489 -3.11302 3.23439
N2 -0.40896 -2.28492 2.48695
C3 -1.72948 -2.40098 2.64235
O1 -2.29222 -2.99155 3.56624
C4 1.94126 -2.71772 3.38314
C5 2.55385 -1.81619 2.37170
O2 3.70424 -1.46637 2.36612
O3 1.46192 -0.85398 1.53481
H1 2.72201 -4.06234 0.89219
H2 1.12681 -3.31749 0.56735
H3 1.75704 -4.93984 2.95637
H4 0.07874 -3.55338 4.15206
H5 0.08756 -1.42972 1.86002
H6 -2.30063 -1.72814 1.97118
H7 2.44987 -2.82377 4.33827
H8 1.79864 0.04614 1.62453